Formula: C18H26BMnN12O2
Source: OMol25
Level of theory: ωB97M-V with the def2-TZVPD basis set

Calculated values
total energy = -2684.109820 hartree
multiplicity = 6
total charge = +3

Cartesian coordinates (Å):
H: -0.50 0.60 -0.34
H: 5.42 4.43 -4.87
C: 0.16 1.45 2.37
H: 2.80 1.29 -2.79
N: -1.74 -2.33 1.39
H: -2.44 -4.39 -1.04
C: -0.96 -2.69 5.02
C: -5.41 -2.08 3.77
H: -3.00 1.11 3.13
C: 0.30 -3.13 5.40
C: -4.10 -2.38 3.99
C: -0.70 -3.26 -0.29
O: 1.99 -0.89 0.32
H: 2.61 2.29 -6.90
H: -3.68 -3.11 4.65
C: 1.11 -2.90 4.30
N: 3.10 3.45 -4.64
H: 2.17 -3.09 4.17
H: -0.45 0.01 -1.96
H: -6.27 -2.50 4.26
H: 1.34 0.58 -3.44
H: 0.59 -3.55 6.34
B: -1.93 -1.57 2.76
H: -3.65 -3.16 1.10
C: 1.72 1.35 -2.76
C: -1.96 1.08 2.87
C: -1.01 2.09 2.74
H: 3.43 4.09 -3.92
H: -1.16 3.14 2.92
C: 1.67 3.14 -4.59
H: 1.44 2.35 -5.30
N: -4.16 -0.81 2.37
H: 1.54 3.49 -2.47
C: 2.44 -0.20 -0.64
C: 1.22 2.73 -3.19
H: 0.13 2.76 -3.19
C: 1.25 1.02 -1.35
N: 5.13 3.87 -5.65
N: -0.07 0.12 2.27
H: 1.14 1.85 2.21
N: -3.35 -1.60 3.15
H: 4.14 2.63 -7.60
C: -2.63 -3.10 0.75
N: -0.91 -2.24 3.76
O: 3.50 -0.13 -1.16
N: 0.00 0.53 -1.21
N: -1.38 -0.10 2.58
Mn: 0.89 -1.51 1.70
N: -0.55 -2.41 0.74
H: 1.10 4.02 -4.91
H: -6.23 -0.59 2.29
N: 0.36 -2.37 3.32
H: -1.87 -2.65 5.59
C: 3.91 3.34 -5.70
H: 5.77 3.77 -6.41
H: 0.14 -3.49 -0.94
N: 3.53 2.68 -6.79
C: -2.00 -3.71 -0.33
C: -5.39 -1.10 2.75
H: 1.47 1.79 -0.60

Formula: C12H20O4
Source: OMol25
Level of theory: ωB97M-V with the def2-TZVPD basis set

Calculated values
SMILES = CCCCOC(=O)/C=C\C(=O)OCCCC
ΔE to the lowest compared entry with this formula, charge and spin = 0.000 eV
total energy = -770.212943 hartree
total charge = 0

Cartesian coordinates (Å):
H: 2.64 -0.35 2.48
H: -2.81 -2.05 -1.64
H: 0.85 2.14 4.60
C: -1.65 1.24 -1.52
H: 1.37 -3.78 -3.00
H: 1.49 0.50 4.57
H: -2.09 -0.25 -0.02
H: 0.31 0.48 0.69
C: -2.16 -1.21 -1.92
C: 0.97 1.26 3.98
O: 1.23 -1.35 0.40
H: 2.92 -2.57 -1.54
C: -0.37 -2.56 -2.63
H: -0.59 1.01 -1.58
H: 2.77 0.70 1.06
C: 1.89 -2.26 -1.63
C: 1.05 -2.92 -2.42
H: 2.70 2.09 3.03
C: 1.53 -1.04 -0.86
H: -1.55 2.20 0.41
H: -2.34 -0.98 -2.97
H: -1.33 3.29 -0.96
H: -3.48 0.20 -1.02
C: -2.40 0.00 -1.03
H: -0.01 0.88 3.73
O: -1.07 -3.06 -3.47
H: -2.00 1.49 -2.53
C: 2.11 0.39 1.88
H: 1.21 2.32 2.13
O: -0.80 -1.63 -1.77
O: 1.56 0.08 -1.31
H: 0.24 -0.71 2.03
C: 1.77 1.61 2.73
C: -1.88 2.43 -0.60
C: 0.87 -0.26 1.26
H: -2.93 2.69 -0.56

Formula: C12H30F2N3O8S2Sn
Source: OMol25
Level of theory: ωB97M-V with the def2-TZVPD basis set

Calculated values
total energy = -2450.856564 hartree
multiplicity = 2
total charge = +2

Cartesian coordinates (Å):
H: -9.47 10.69 10.34
H: -6.81 10.96 14.63
Sn: -11.33 12.50 13.24
H: -11.68 14.57 17.34
O: -14.43 6.94 13.36
O: -12.98 11.57 10.38
H: -12.03 11.59 8.70
H: -13.44 8.14 14.60
C: -13.16 7.37 13.88
H: -13.82 11.19 8.36
O: -15.17 12.59 15.91
H: -9.00 11.55 16.49
N: -12.74 9.68 12.64
N: -8.43 12.21 14.56
C: -14.06 11.11 11.09
C: -12.28 8.29 12.92
F: -11.30 10.84 15.97
H: -13.47 9.10 10.84
H: -14.77 9.21 12.09
F: -15.24 11.75 13.67
C: -9.12 9.88 10.98
H: -15.12 5.86 15.02
H: -11.34 8.50 13.41
C: -7.84 10.54 12.87
O: -10.62 13.46 15.95
H: -13.10 10.21 13.42
C: -12.94 11.09 9.01
C: -13.88 9.67 11.68
O: -12.94 11.93 17.33
H: -14.18 11.83 11.90
H: -7.15 9.71 12.69
H: -9.12 13.96 17.46
C: -15.43 6.70 14.40
O: -9.15 10.28 12.39
H: -8.21 10.10 15.00
H: -12.78 6.66 14.61
H: -8.65 14.51 15.88
H: -7.50 11.34 12.21
H: -8.21 9.43 10.59
H: -16.36 6.44 13.89
H: -7.96 12.92 14.02
C: -7.85 10.90 14.34
O: -12.92 9.41 16.91
C: -8.58 12.42 16.00
H: -7.51 12.37 16.21
H: -9.95 9.17 10.90
H: -12.46 14.12 15.93
O: -15.69 10.18 15.46
H: -12.10 7.84 11.94
H: -14.99 10.96 10.55
S: -14.86 11.35 15.26
H: -12.97 10.00 8.96
C: -9.27 13.77 16.39
C: -11.51 14.53 16.26
S: -12.86 10.80 16.39
H: -15.45 7.64 14.96
N: -13.21 11.12 14.99
H: -11.22 15.41 15.69

What did the second record say?
Formula: C12H20O4
Source: OMol25
Level of theory: ωB97M-V with the def2-TZVPD basis set

Calculated values
SMILES = CCCCOC(=O)/C=C\C(=O)OCCCC
ΔE to the lowest compared entry with this formula, charge and spin = 0.000 eV
total energy = -770.212943 hartree
total charge = 0

Cartesian coordinates (Å):
H: 2.64 -0.35 2.48
H: -2.81 -2.05 -1.64
H: 0.85 2.14 4.60
C: -1.65 1.24 -1.52
H: 1.37 -3.78 -3.00
H: 1.49 0.50 4.57
H: -2.09 -0.25 -0.02
H: 0.31 0.48 0.69
C: -2.16 -1.21 -1.92
C: 0.97 1.26 3.98
O: 1.23 -1.35 0.40
H: 2.92 -2.57 -1.54
C: -0.37 -2.56 -2.63
H: -0.59 1.01 -1.58
H: 2.77 0.70 1.06
C: 1.89 -2.26 -1.63
C: 1.05 -2.92 -2.42
H: 2.70 2.09 3.03
C: 1.53 -1.04 -0.86
H: -1.55 2.20 0.41
H: -2.34 -0.98 -2.97
H: -1.33 3.29 -0.96
H: -3.48 0.20 -1.02
C: -2.40 0.00 -1.03
H: -0.01 0.88 3.73
O: -1.07 -3.06 -3.47
H: -2.00 1.49 -2.53
C: 2.11 0.39 1.88
H: 1.21 2.32 2.13
O: -0.80 -1.63 -1.77
O: 1.56 0.08 -1.31
H: 0.24 -0.71 2.03
C: 1.77 1.61 2.73
C: -1.88 2.43 -0.60
C: 0.87 -0.26 1.26
H: -2.93 2.69 -0.56

What is the formula in the third record?
C12H30F2N3O8S2Sn